No. 1
101
Properties=species:S:1:pos:R:3:lowdin_charge:R:1 method="wB97M-V/def2-TZVPD" max_force_ev_per_a=0.897 lumo_ev="-6.33 / -6.34" relative_energy_ev=0.000 gap_ev="6.0 / 5.9" molar_mass_g_mol=1053.21 total_energy_ha=-4772.9296 multiplicity=1 total_charge=+2
Pt 0.1494 -0.1496 0.0327 0.663
C -2.1804 -2.5524 -0.3647 -0.319
C -2.6991 -1.4603 0.5967 -0.331
P -1.2640 -0.9552 1.6038 0.877
C -1.7420 0.1970 2.8808 -0.370
C -0.9825 0.2781 4.0480 -0.139
C -1.3093 1.2063 5.0188 -0.046
C -2.3869 2.0568 4.8350 -0.030
C -3.1621 1.9644 3.6874 -0.039
C -2.8488 1.0283 2.7121 -0.097
C -0.8251 -2.4804 2.4677 -0.354
C -1.6444 -2.8171 3.5515 -0.073
C -1.4858 -4.0341 4.1920 -0.044
C -0.5160 -4.9277 3.7592 -0.042
C 0.2895 -4.6057 2.6771 -0.043
C 0.1345 -3.3887 2.0301 -0.132
P -0.6631 -1.9792 -1.2367 0.958
C 0.4634 -3.3677 -1.4359 -0.384
C 1.8274 -3.1260 -1.5932 -0.138
C 2.7001 -4.1900 -1.7740 -0.046
C 2.2140 -5.4897 -1.7973 -0.045
C 0.8549 -5.7311 -1.6499 -0.048
C -0.0234 -4.6739 -1.4742 -0.068
C -1.1747 -1.5476 -2.9119 -0.353
C -0.2640 -1.7008 -3.9577 -0.075
C -0.6212 -1.3370 -5.2467 -0.049
C -1.8894 -0.8300 -5.4999 -0.047
C -2.8001 -0.6874 -4.4627 -0.055
C -2.4458 -1.0378 -3.1680 -0.091
H -2.9393 -2.8391 -1.0926 0.099
H -1.9041 -3.4409 0.2026 0.080
H -3.4931 -1.8393 1.2460 0.108
H -3.0916 -0.5942 0.0537 0.062
H -0.1480 -0.3930 4.2032 0.073
H -0.7191 1.2659 5.9231 0.123
H -2.6330 2.7867 5.5949 0.123
H -4.0039 2.6238 3.5585 0.105
H -3.4816 0.9363 1.8360 0.058
H -2.4020 -2.1280 3.9047 0.116
H -2.1183 -4.2816 5.0335 0.119
H -0.3890 -5.8744 4.2672 0.119
H 1.0461 -5.2990 2.3337 0.118
H 0.7693 -3.1605 1.1930 0.025
H 2.2037 -2.1102 -1.5782 0.059
H 3.7594 -4.0051 -1.8922 0.117
H 2.8958 -6.3185 -1.9339 0.119
H 0.4778 -6.7444 -1.6758 0.118
H -1.0819 -4.8761 -1.3709 0.112
H 0.7153 -2.1197 -3.7698 0.104
H 0.0819 -1.4698 -6.0584 0.117
H -2.1718 -0.5602 -6.5087 0.118
H -3.7902 -0.2992 -4.6629 0.106
H -3.1692 -0.8994 -2.3725 0.092
S 2.1783 -1.0347 0.9675 0.195
S 2.2595 -0.4751 2.8261 0.082
S 1.8105 1.5772 2.8647 0.071
S 0.9065 1.9073 1.0688 0.075
C -6.5772 -1.9624 -2.4605 -0.037
C -6.1015 -0.8135 -1.6166 -0.281
C -5.7129 0.3908 -2.1904 -0.041
C -5.3058 1.4803 -1.4294 -0.011
C -5.2789 1.3782 -0.0475 -0.243
N -4.8873 2.4214 0.8112 0.126
C -4.4506 3.6923 0.5609 -0.514
O -4.6634 4.6039 1.3354 0.110
N -3.7633 3.8923 -0.6244 0.140
C -2.7859 3.1022 -1.2060 -0.226
C -2.4477 3.3317 -2.5377 0.034
C -1.5033 2.5317 -3.1358 -0.011
C -0.9109 1.5236 -2.3977 -0.201
N -1.1854 1.3307 -1.1050 -0.061
C -2.1079 2.1063 -0.5129 -0.064
C -5.6897 0.1817 0.5487 -0.040
C -6.0940 -0.8901 -0.2244 -0.040
H -6.1275 -1.9405 -3.4522 0.075
H -7.6603 -1.9228 -2.5927 0.095
H -6.3439 -2.9202 -1.9972 0.080
H -5.7606 0.4995 -3.2674 0.116
H -5.0656 2.4170 -1.9221 0.111
H -5.3340 2.4018 1.7139 0.146
H -3.7324 4.8769 -0.8535 0.170
H -2.9448 4.1181 -3.0921 0.138
H -1.2340 2.6658 -4.1738 0.127
H -0.2123 0.8433 -2.8550 0.069
H -2.2735 1.9590 0.5526 0.097
H -5.7091 0.1028 1.6300 0.122
H -6.4250 -1.7985 0.2637 0.124
O 1.6909 0.2715 -1.4125 -0.813
S 2.0748 1.6245 -2.0546 0.981
C 2.9823 1.1576 -3.5611 -0.269
C 4.3772 1.8023 -3.4862 -0.200
C 4.3579 2.8380 -2.3555 -0.218
C 3.5632 2.2040 -1.2249 -0.317
H 2.3925 1.4925 -4.4131 0.094
H 3.0001 0.0670 -3.5524 0.096
H 4.6432 2.2552 -4.4386 0.121
H 5.1196 1.0348 -3.2700 0.122
H 3.8731 3.7597 -2.6865 0.123
H 5.3597 3.1047 -2.0242 0.129
H 3.2765 2.8693 -0.4143 0.076
H 4.0448 1.3116 -0.8191 0.113


No. 2
126
Properties=species:S:1:pos:R:3:lowdin_charge:R:1 method="wB97M-V/def2-TZVPD" max_force_ev_per_a=9.386 lumo_ev=0.00 smiles="CCC[C@@]1(P(C)C)[C@@H](I)NC(=O)[C@]1(S)CC(=O)Br.CC(C)=O.CC(C)=O.CC(C)=O.CC(C)=O.CC(C)=O.CC(C)=O.CC(C)=O.CC(C)=O.CC(C)=O" gap_ev=7.6 molar_mass_g_mol=988.84 total_energy_ha=-5984.4657 multiplicity=1 total_charge=0
C -0.7167 -3.8702 -1.0519 -0.138
C 0.9131 -3.8255 -0.7020 -0.211
C 1.1424 -4.0028 0.9111 -0.228
C 1.6946 -2.6711 1.6892 -0.503
P 1.8885 -3.3624 3.5001 0.891
C 0.2019 -3.8774 4.2320 -0.301
C 3.1483 -4.7960 3.5629 -0.347
C 3.0154 -1.8672 1.0777 -0.692
I 4.7926 -3.0042 0.4995 0.804
N 2.5073 -0.7407 0.1790 0.025
C 1.0077 -0.5851 0.3290 -0.280
O 0.0886 -0.0382 -0.4929 -0.068
C 0.6974 -1.3335 1.7906 -0.532
S -1.1741 -1.6416 1.6210 0.775
C 0.7537 -0.4266 3.1588 -0.212
C 0.4680 1.1883 2.9086 -0.566
O 1.2831 2.0079 2.2182 -0.097
Br -1.1888 2.0598 3.7195 0.622
H -0.9031 -4.8370 -1.7265 0.058
H -1.3698 -4.0446 -0.0786 0.048
H -1.0413 -2.8843 -1.6126 0.087
H 1.4455 -2.9022 -1.1848 0.100
H 1.3839 -4.7855 -1.2315 0.113
H 0.1684 -4.3964 1.4262 0.080
H 1.9540 -4.8652 1.0421 0.098
H -0.6105 -4.1954 3.4524 0.023
H 0.3516 -4.7969 4.9657 0.044
H -0.2141 -2.9439 4.8319 0.045
H 2.7799 -5.7468 2.9428 0.052
H 3.2833 -5.1673 4.6849 0.061
H 4.2188 -4.5368 3.1677 0.003
H 3.4213 -1.2493 2.0135 0.091
H 2.8182 -1.0001 -0.7900 0.063
H -1.4578 -3.0029 1.8358 -0.121
H 1.7665 -0.4861 3.7493 0.112
H -0.1012 -0.7802 3.9116 0.089
C 3.0327 1.7660 -3.1496 -0.002
C 3.9396 0.5648 -3.1686 -0.455
C 4.9871 0.5034 -4.2481 -0.012
O 3.8291 -0.3321 -2.3343 0.009
H 2.3272 1.6748 -2.3168 0.083
H 3.6231 2.6751 -3.0098 0.063
H 2.4669 1.8193 -4.0831 0.092
H 5.6645 1.3561 -4.1573 0.090
H 4.5083 0.5003 -5.2305 0.067
H 5.5677 -0.4188 -4.1382 0.084
C -3.7930 2.3728 1.0074 -0.035
C -5.1647 2.8105 1.4462 -0.490
C -5.4694 4.2841 1.4033 -0.023
O -6.0043 1.9956 1.8252 0.040
H -3.7156 1.2835 1.0912 0.083
H -3.6284 2.6559 -0.0354 0.082
H -3.0346 2.8277 1.6496 0.024
H -5.3797 4.6524 0.3783 0.050
H -4.7859 4.8242 2.0632 0.085
H -6.4954 4.4526 1.7478 0.088
C -2.4268 -5.3491 -5.4627 -0.025
C -3.0416 -5.4299 -4.0911 -0.474
C -4.5436 -5.4857 -4.0064 -0.025
O -2.3438 -5.4495 -3.0786 0.028
H -1.3360 -5.3153 -5.3699 0.086
H -2.7010 -6.2322 -6.0454 0.085
H -2.7632 -4.4402 -5.9679 0.086
H -4.9121 -6.3748 -4.5241 0.085
H -4.9743 -4.5828 -4.4465 0.087
H -4.8458 -5.5417 -2.9552 0.086
C 5.3313 1.7035 -9.7948 -0.028
C 4.6841 0.9095 -8.6919 -0.490
C 4.5167 -0.5707 -8.9089 -0.027
O 4.3066 1.4493 -7.6532 0.044
H 5.3861 2.7568 -9.4996 0.085
H 6.3456 1.3365 -9.9710 0.086
H 4.7348 1.6266 -10.7074 0.086
H 5.4946 -1.0391 -9.0456 0.087
H 3.8838 -0.7489 -9.7819 0.086
H 4.0353 -1.0141 -8.0307 0.084
C -4.9689 5.6053 -3.7171 -0.022
C -5.6161 4.8112 -2.6142 -0.476
C -5.7835 3.3310 -2.8313 -0.024
O -5.9936 5.3510 -1.5756 0.038
H -4.9141 6.6585 -3.4219 0.049
H -3.9546 5.2382 -3.8933 0.091
H -5.5654 5.5284 -4.6297 0.092
H -4.8056 2.8626 -2.9679 0.086
H -6.4164 3.1528 -3.7042 0.085
H -6.2648 2.8877 -1.9530 0.084
C 4.6885 5.7227 -0.5999 -0.024
C 5.4844 4.5947 -1.2000 -0.484
C 6.4867 3.9047 -0.3139 -0.023
O 5.3219 4.2501 -2.3694 0.034
H 4.0051 6.1263 -1.3546 0.085
H 4.0997 5.3542 0.2439 0.088
H 5.3613 6.5204 -0.2750 0.085
H 5.9781 3.4551 0.5425 0.089
H 7.2397 4.6213 0.0236 0.086
H 6.9866 3.1118 -0.8805 0.084
C -0.4411 -6.5857 8.7419 -0.021
C -0.4552 -6.7265 7.2433 -0.491
C -1.7795 -7.0085 6.5855 -0.025
O 0.5756 -6.6154 6.5817 0.026
H 0.5817 -6.3839 9.0778 0.087
H -1.0791 -5.7510 9.0428 0.079
H -0.7846 -7.5139 9.2056 0.088
H -2.4772 -6.1926 6.7902 0.087
H -2.1827 -7.9555 6.9530 0.087
H -1.6376 -7.0849 5.5022 0.084
C -2.2259 9.3024 -4.6471 -0.024
C -3.3054 9.1046 -3.6168 -0.477
C -3.0259 9.5859 -2.2181 -0.022
O -4.3746 8.5704 -3.9066 0.030
H -2.5666 8.9073 -5.6101 0.085
H -2.0126 10.3681 -4.7620 0.086
H -1.3233 8.7637 -4.3477 0.087
H -2.8484 10.6642 -2.2248 0.086
H -2.1590 9.0598 -1.8104 0.087
H -3.8932 9.3774 -1.5826 0.089
C -1.9296 -1.2491 10.1577 -0.028
C -1.0227 -2.4504 10.1386 -0.495
C 0.0248 -2.5118 9.0592 -0.025
O -1.1332 -3.3473 10.9729 0.044
H -2.6351 -1.3403 10.9904 0.085
H -1.3392 -0.3401 10.2974 0.087
H -2.4954 -1.1959 9.2241 0.086
H 0.7022 -1.6591 9.1499 0.088
H -0.4540 -2.5149 8.0767 0.082
H 0.6054 -3.4340 9.1690 0.078


No. 3
120
Properties=species:S:1:pos:R:3:lowdin_charge:R:1 method="wB97M-V/def2-TZVPD" max_force_ev_per_a=6.292 lumo_ev=0.05 smiles="O=C1CCCO1.O=C1CCCO1.O=C1CCCO1.O=C1CCCO1.O=C1CCCO1.O=C1CCCO1.O=C1CCCO1.O=C1CCCO1.O=C1CCCO1.CO.CO" relative_energy_ev=0.000 gap_ev=9.9 molar_mass_g_mol=838.89 total_energy_ha=-2990.0048 multiplicity=1 total_charge=0
O -7.2345 -4.9018 2.2864 0.108
C -6.3535 -4.4629 1.5872 -0.530
C -5.3048 -5.2456 0.9095 -0.079
C -4.6680 -4.2231 -0.0676 -0.110
C -4.9365 -2.8683 0.7074 -0.109
O -6.2170 -3.1556 1.3430 0.028
H -4.6020 -5.4177 1.7505 0.134
H -5.6398 -6.1425 0.4628 0.113
H -3.6101 -4.4337 -0.2496 0.097
H -5.2129 -4.1579 -1.0231 0.122
H -4.1867 -2.7013 1.5187 0.127
H -5.0396 -2.0151 0.0417 0.089
O -3.8663 1.0846 4.0105 0.074
C -3.9586 1.2699 2.7967 -0.499
C -3.1294 2.1174 1.9190 -0.084
C -3.8614 2.1649 0.5988 -0.126
C -4.7604 0.9497 0.6823 -0.099
O -4.9092 0.6449 2.1109 0.050
H -2.8680 3.0914 2.3393 0.131
H -2.1650 1.6438 1.7963 0.110
H -4.4001 3.1067 0.4761 0.129
H -3.1034 2.1065 -0.1563 0.078
H -5.7662 1.1333 0.3176 0.132
H -4.4055 0.0248 0.2410 0.083
O -0.5119 -4.3175 -0.5226 0.056
C -0.3138 -4.6785 0.6669 -0.481
C -1.2184 -5.3664 1.5627 -0.086
C -0.3034 -5.7568 2.7060 -0.133
C 0.6781 -4.6119 2.6529 -0.151
O 0.7787 -4.2757 1.2843 0.030
H -1.8499 -4.5603 1.9663 0.136
H -1.8286 -6.1430 1.1100 0.139
H -0.8975 -5.7348 3.6365 0.129
H 0.2391 -6.6912 2.6175 0.123
H 0.3064 -3.7001 3.1599 0.122
H 1.6429 -4.9195 3.0099 0.129
O 6.5923 3.6222 -2.2804 0.094
C 5.7876 2.8677 -2.8120 -0.475
C 4.6621 3.1588 -3.7452 -0.067
C 3.7803 1.9161 -3.5736 -0.136
C 4.8152 0.8247 -3.2526 -0.122
O 5.8232 1.5515 -2.5143 0.006
H 4.1571 4.0783 -3.4760 0.129
H 5.0558 3.2178 -4.7623 0.136
H 3.0519 2.0780 -2.7766 0.102
H 3.2324 1.6663 -4.5091 0.124
H 4.4088 0.0741 -2.5833 0.097
H 5.3006 0.3502 -4.0895 0.124
O -1.9417 -1.2454 0.2476 0.090
C -0.9318 -0.6861 -0.1213 -0.450
C 0.5070 -1.0649 0.1592 -0.047
C 1.2726 0.2141 -0.1844 -0.116
C 0.3478 0.9331 -1.1730 -0.137
O -0.9478 0.4124 -0.8875 0.010
H 0.6631 -1.3590 1.1863 0.103
H 0.6550 -1.9222 -0.5327 0.129
H 1.4813 0.8758 0.6342 0.079
H 2.2420 -0.0407 -0.6433 0.103
H 0.3400 2.0012 -1.0440 0.083
H 0.4975 0.6858 -2.2538 0.139
O 4.6098 -5.6514 -0.3628 0.077
C 4.3153 -4.6754 -1.0739 -0.474
C 3.1920 -3.7364 -0.8874 -0.092
C 3.5895 -2.5129 -1.7090 -0.159
C 4.5662 -3.1841 -2.7512 -0.126
O 5.1686 -4.2833 -2.0279 0.032
H 2.2673 -4.1276 -1.3409 0.137
H 3.0823 -3.4726 0.1767 0.133
H 2.8224 -1.9696 -2.2913 0.112
H 4.1245 -1.7706 -1.1030 0.108
H 4.0747 -3.5980 -3.6597 0.136
H 5.3506 -2.4912 -3.0328 0.109
O -2.8116 6.2596 -4.5466 0.095
C -2.5689 5.1359 -4.1217 -0.483
C -2.4456 3.8813 -4.9268 -0.094
C -1.6440 2.9724 -4.0407 -0.136
C -1.8946 3.5762 -2.5958 -0.113
O -2.3887 4.9096 -2.8155 0.040
H -3.4646 3.5327 -5.1768 0.142
H -1.9158 4.0183 -5.8830 0.135
H -1.9694 1.9340 -4.1532 0.096
H -0.5767 3.0003 -4.2724 0.112
H -2.6427 3.0060 -2.0398 0.096
H -1.0174 3.6121 -1.9788 0.103
O 1.9155 3.4135 -0.0973 0.069
C 3.0590 3.2950 0.3110 -0.499
C 3.8349 4.2911 1.1339 -0.087
C 5.2668 3.8873 0.9509 -0.129
C 5.1547 2.3656 0.7030 -0.085
O 3.8435 2.2557 0.0300 0.000
H 3.6506 5.3063 0.8091 0.129
H 3.4667 4.1835 2.1448 0.114
H 5.6272 4.3681 0.0128 0.117
H 5.9475 4.1369 1.7647 0.122
H 5.8429 1.9431 -0.0228 0.111
H 5.1262 1.8215 1.6437 0.116
O 2.8192 1.8724 2.7089 0.097
C 1.8820 2.3231 3.3421 -0.455
C 0.4644 2.4512 2.8213 -0.091
C -0.2879 3.2292 3.8802 -0.089
C 0.6901 2.9608 5.2055 -0.083
O 1.9869 2.6455 4.6488 0.021
H 0.5415 2.8836 1.8410 0.101
H 0.1110 1.4131 2.6112 0.124
H -0.2952 4.2797 3.6827 0.098
H -1.3106 2.9929 4.1905 0.100
H 0.7873 3.8582 5.8511 0.123
H 0.4134 2.1302 5.8463 0.111
C -3.6084 -0.4457 -3.1238 -0.150
O -3.9643 -1.3062 -2.0317 -0.154
H -4.3144 -0.6711 -3.9270 0.080
H -3.7241 0.6509 -2.9288 0.072
H -2.5914 -0.6436 -3.4565 0.070
H -3.4057 -1.1524 -1.2157 0.044
C -1.7357 -1.3804 3.6295 -0.110
O -0.3600 -1.1636 3.3027 -0.140
H -1.9561 -0.9232 4.5601 0.073
H -2.3047 -0.9429 2.8200 0.055
H -1.9531 -2.4504 3.6223 0.073
H 0.1817 -1.3107 4.0882 0.085